Record 1
Entry from OMol25: a cluster of 2 separate species, C10H16 in total at a distorted geometry (ωB97M-V/def2-TZVPD).

Cartesian coordinates (Å):
C1 2.661 1.817 1.788
C2 1.356 1.872 1.020
C3 0.376 2.824 1.189
C4 -0.730 2.824 0.318
C5 -0.726 2.012 -0.798
C6 0.234 1.005 -0.945
C7 1.219 0.857 0.021
H1 2.599 2.473 2.662
H2 3.509 2.001 1.135
H3 2.690 0.832 2.277
H4 0.489 3.648 1.876
H5 -1.500 3.589 0.349
H6 -1.518 2.211 -1.516
H7 0.333 0.506 -1.895
H8 2.119 0.334 -0.281
C8 -0.281 -3.564 -0.389
C9 -0.893 -2.346 -0.999
C10 -2.362 -1.937 -0.693
H9 -0.382 -3.664 0.694
H10 0.795 -3.592 -0.531
H11 -0.769 -4.488 -0.755
H12 -0.318 -1.451 -0.737
H13 -0.770 -2.335 -2.093
H14 -3.084 -2.109 -1.491
H15 -2.738 -2.427 0.200
H16 -2.309 -0.890 -0.403

Calculated values
Orbital gap = 10.01 eV
Spin multiplicity = 1
HOMO level = -9.043 eV
Total energy = -390.5996 hartree
Molar mass = 136.24 g/mol
SMILES = Cc1ccccc1.CCC
Energy above the lowest of the compared OMol25 structures with the same formula, charge and spin = 0.988 eV
Maximum force = 0.0454 Eh/bohr

***

Record 2
Entry from OMol25: an isolated molecule of C3H3NO2 (ωB97M-V/def2-TZVPD).

Cartesian coordinates (Å):
C1 0.483 0.753 0.626
O1 0.265 -0.544 0.920
C2 -0.373 -1.408 0.033
O2 -0.578 -2.545 0.292
C3 -0.741 -0.652 -1.270
N1 -0.429 0.524 -1.304
H1 -0.052 1.429 -1.035
H2 -0.113 1.441 1.226
H3 1.539 1.001 0.511

Calculated values
Orbital gap = 8.78 eV
Spin multiplicity = 1
HOMO level = -8.654 eV
Total energy = -321.1871 hartree
Molar mass = 85.06 g/mol
Energy above the lowest of the compared OMol25 structures with the same formula, charge and spin = 5.185 eV
Maximum force = 0.0146 Eh/bohr

***

Record 3
Entry from OMol25: an isolated molecule of C5H12S2 at a distorted geometry (ωB97M-V/def2-TZVPD).

Cartesian coordinates (Å):
C1 0.208 -2.592 -1.714
C2 -0.560 -2.818 -0.392
C3 -0.705 -1.609 0.552
S1 -0.885 -0.034 -0.425
S2 -0.477 1.402 0.928
C4 1.271 1.898 1.157
C5 1.846 2.733 0.024
H1 0.778 -3.450 -2.074
H2 -0.464 -2.403 -2.555
H3 0.877 -1.741 -1.615
H4 -1.528 -3.202 -0.706
H5 0.054 -3.540 0.150
H6 0.183 -1.520 1.165
H7 -1.686 -1.740 0.997
H8 1.909 1.012 1.231
H9 1.390 2.380 2.126
H10 1.665 2.398 -0.993
H11 1.479 3.763 0.092
H12 2.930 2.848 0.137

Calculated values
Orbital gap = 9.50 eV
Spin multiplicity = 1
HOMO level = -8.617 eV
Total energy = -994.0575 hartree
Molar mass = 136.29 g/mol
SMILES = CCCSSCC
Energy above the lowest of the compared OMol25 structures with the same formula, charge and spin = 0.539 eV
Maximum force = 0.0423 Eh/bohr